Formula: C26H28N2S2SiTm
Source: the OMol25 dataset
Level of theory: ωB97M-V with the def2-TZVPD basis set

Geometry (Å):
H 2.6690 2.8354 -0.5915
H 1.9809 -2.9903 0.0607
H -0.8417 7.6702 -3.2801
C -2.5930 6.3885 -3.2803
S -3.3012 1.6284 3.4053
C -2.7782 -0.0257 3.6104
C 2.0767 1.9327 -0.7672
C 0.3801 0.5153 -1.5472
Tm 0.5951 0.7823 0.7355
H 2.6556 -3.7431 1.5223
Si -3.1751 2.6812 -1.5767
H -5.2565 0.3991 -0.6475
H -3.3913 -0.8157 4.0365
C 0.9168 -2.5695 1.8396
H -5.3333 1.3352 -5.8521
C -0.8255 -1.4539 2.7617
H 0.1629 2.7561 -1.6450
H -1.9648 3.6398 1.2047
C 2.1966 -2.8254 1.1266
H -1.5801 4.0775 2.8881
H -1.9939 -3.0055 3.7741
C 1.5094 -0.2872 -1.1611
C -1.5624 -0.2450 2.9893
C -2.4964 4.3732 -1.8815
H -0.3045 3.3402 1.8620
H 2.8785 -1.9786 1.2787
H -4.4579 -1.1336 -0.2669
C 0.7506 1.8933 -1.3243
H -4.1787 4.9366 -3.1378
C -4.3111 -0.0394 -0.2940
C -1.2670 4.8552 -1.3601
C 2.5454 0.5849 -0.6876
C -1.3882 3.3366 2.0932
C -7.1147 2.3326 -3.0885
N -1.0511 0.9139 2.3889
H -3.4870 0.1130 -0.9989
C -1.8188 1.9850 2.5503
H -0.5469 0.1741 -2.0284
N 0.3130 -1.3903 1.9172
H -4.0365 0.3211 0.7090
C -5.5468 1.7626 -4.8620
C -1.1171 -2.7409 3.1872
H -0.7468 4.2814 -0.5860
C -3.1780 5.2159 -2.7923
H 1.6307 -1.3616 -1.3280
C -0.7090 6.0543 -1.8191
C -1.3252 6.7925 -2.8386
H 0.2318 6.4141 -1.3955
H 3.5453 0.2495 -0.3832
C -4.7024 2.5813 -2.7043
H -3.1250 6.9813 -4.0234
H -7.7005 1.5356 -5.0452
C -4.4783 2.1739 -4.0426
S 0.0916 -3.8831 2.6704
H -6.2482 3.1828 -1.2865
H -3.5492 2.0755 -0.1684
H -8.1434 2.3485 -2.7032
C -6.0407 2.7471 -2.2721
H -3.4500 2.1624 -4.4295
C -6.8702 1.8551 -4.3933

Calculated values
- <S²> = 2.0302
- gap between HOMO and LUMO (alpha / beta) (eV) = 6.43 / 5.94
- 2S+1 = 3
- molecular weight (u) = 629.678
- E_tot (Eh) = -3287.815833
- charge = +1
- strongest force on any atom (eV/Å) = 4.3
- HOMO energy (alpha / beta) (eV) = -9.48 / -9.19